92
Properties=species:S:1:pos:R:3:forces:R:3:lowdin_charge:R:1 method="wB97M-V/def2-TZVPD" gap_ev=9.546 smiles="CC(=O)OCCCCCC[PH](C)(F)CCCS(=O)(=O)O.COCCOCCOC.COCCOCCOC" charge=0
C 3.517279 -4.157014 -2.188930 0.182 -0.047 0.360 0.02
C 2.081294 -3.723946 -2.212179 0.292 -0.064 -0.146 -0.54
O 1.234862 -4.203605 -1.520742 -0.376 -0.195 0.129 0.13
O 1.773446 -2.808625 -3.166840 -0.345 0.346 0.027 -0.02
C 2.296652 -1.484710 -2.973373 0.428 0.126 -0.155 -0.18
C 1.778166 -0.792555 -1.727872 -0.383 0.034 -0.011 -0.17
C 0.251151 -0.780571 -1.617434 0.203 0.200 -0.064 -0.20
C -0.195290 -0.077287 -0.335479 0.223 -0.177 0.141 -0.19
C -1.661230 -0.287736 0.101117 0.086 0.356 -0.267 -0.22
C -2.395923 -1.477422 -0.511891 -0.127 0.008 0.495 -0.27
P -2.075059 -3.155717 0.156061 -0.355 -0.201 -0.517 0.79
C -2.815935 -3.757284 1.708828 0.154 -0.007 0.020 -0.17
F -0.716249 -2.600682 1.043207 0.193 0.024 0.109 -0.35
C -3.461651 -3.918322 -0.923811 -0.011 -0.038 0.107 -0.33
C -2.973644 -4.208859 -2.348984 -0.322 -0.224 0.034 -0.27
C -4.099640 -4.198887 -3.406836 -0.012 -0.093 0.283 -0.23
S -3.903272 -2.827199 -4.503973 0.348 0.065 -0.101 0.58
O -3.707944 -1.644185 -3.712044 -0.044 -0.102 -0.099 -0.28
O -3.000718 -3.172024 -5.556976 -0.267 0.148 0.309 -0.26
O -5.342206 -2.716726 -5.175192 -0.210 -0.075 -0.140 -0.16
H 3.674472 -4.792929 -1.319814 0.035 -0.003 -0.094 0.09
H 4.192004 -3.303084 -2.131886 0.011 -0.043 -0.086 0.08
H 3.737635 -4.714934 -3.099723 -0.008 0.064 -0.014 0.10
H 2.022954 -0.927796 -3.869704 -0.143 -0.124 0.014 0.13
H 3.392049 -1.525775 -2.950056 -0.044 0.020 -0.021 0.11
H 2.185178 -1.257719 -0.822692 0.093 0.010 -0.065 0.12
H 2.138806 0.240534 -1.770207 0.115 -0.026 0.125 0.12
H -0.087558 -1.815529 -1.656584 -0.077 0.008 0.018 0.08
H -0.153013 -0.246229 -2.485264 -0.104 -0.201 -0.040 0.13
H 0.012110 0.990067 -0.460507 -0.101 0.000 0.083 0.11
H 0.457290 -0.410389 0.475798 -0.037 -0.065 -0.032 0.09
H -2.239067 0.606494 -0.156775 0.013 -0.069 -0.088 0.11
H -1.694244 -0.350259 1.189831 -0.035 -0.029 -0.029 0.09
H -2.244248 -1.545164 -1.589804 -0.062 0.032 -0.012 0.07
H -3.472336 -1.329097 -0.384951 0.029 -0.042 -0.008 0.09
H -1.161959 -3.974435 -0.511162 0.208 -0.033 0.051 0.06
H -2.261128 -3.410268 2.575759 -0.130 0.088 0.001 0.03
H -2.745295 -4.846953 1.674366 -0.054 0.028 0.003 0.05
H -3.870760 -3.491770 1.767537 0.002 0.027 -0.012 0.05
H -4.345899 -3.272081 -0.933026 0.069 0.051 -0.028 0.08
H -3.783241 -4.860994 -0.466181 0.000 0.047 -0.016 0.08
H -2.540415 -5.209500 -2.364731 0.259 0.155 -0.031 0.11
H -2.193284 -3.500494 -2.636923 0.095 -0.109 -0.060 0.09
H -5.079252 -4.089629 -2.937190 0.054 0.051 -0.015 0.10
H -4.124955 -5.102793 -4.013615 0.056 0.094 -0.109 0.11
H -5.920845 -2.194472 -4.600261 0.069 0.064 -0.055 0.10
C 0.513733 3.000906 7.317099 0.049 0.004 -0.040 -0.12
O 0.740310 1.707924 6.809718 -0.114 -0.036 -0.001 -0.19
C 0.670898 0.722281 7.823326 0.052 0.067 -0.067 -0.21
C 0.651884 -0.664260 7.221652 0.029 -0.068 0.049 -0.19
O -0.624710 -1.065300 6.752201 0.014 0.037 -0.014 -0.13
C -1.008888 -0.565235 5.479901 -0.079 -0.011 -0.006 -0.18
C -0.391566 -1.310864 4.319600 0.059 0.094 -0.061 -0.21
O 0.931917 -0.867179 4.088157 0.013 -0.100 0.125 -0.19
C 1.616101 -1.726541 3.199006 0.055 0.120 -0.044 -0.10
H 1.246447 3.260182 8.091018 -0.016 0.005 0.015 0.09
H 0.612857 3.700609 6.489778 0.006 -0.001 -0.004 0.09
H -0.493819 3.090368 7.740539 0.016 0.001 0.032 0.09
H -0.235533 0.865202 8.425869 0.009 -0.018 0.036 0.13
H 1.546477 0.816575 8.482073 -0.033 0.000 0.045 0.13
H 0.899894 -1.371781 8.015500 0.004 -0.013 -0.011 0.13
H 1.406805 -0.748894 6.436690 -0.006 0.067 -0.015 0.12
H -0.802627 0.504392 5.397682 0.055 -0.009 -0.034 0.12
H -2.090111 -0.711271 5.431816 -0.003 0.012 0.015 0.13
H -0.995663 -1.142408 3.416657 -0.009 -0.065 -0.005 0.11
H -0.394787 -2.386899 4.539529 -0.040 -0.014 -0.007 0.13
H 1.724908 -2.729560 3.628907 -0.028 -0.013 -0.028 0.09
H 2.606221 -1.304699 3.032528 -0.004 0.017 0.028 0.09
H 1.088429 -1.804589 2.245717 0.006 -0.082 -0.018 0.06
C 4.710020 5.490208 -1.251355 -0.001 0.049 -0.037 -0.11
O 3.616517 5.308983 -2.119956 -0.067 -0.062 0.074 -0.19
C 3.561518 3.991900 -2.633052 0.025 0.119 -0.008 -0.21
C 2.248038 3.748331 -3.340353 -0.005 -0.071 -0.044 -0.18
O 1.174757 3.444888 -2.463661 0.009 -0.029 0.006 -0.14
C 0.583324 4.540566 -1.782010 -0.040 -0.048 0.073 -0.18
C -0.355468 5.356562 -2.640382 0.049 0.107 -0.023 -0.21
O 0.368475 6.264712 -3.449689 0.013 -0.111 -0.056 -0.20
C -0.439314 6.838636 -4.450230 0.033 0.051 0.029 -0.11
H 5.660386 5.285408 -1.758837 0.006 -0.015 0.014 0.09
H 4.701412 6.527919 -0.924905 -0.002 0.005 -0.006 0.09
H 4.630588 4.839395 -0.372587 0.026 -0.019 -0.013 0.09
H 3.670677 3.264966 -1.817231 0.013 -0.037 -0.018 0.13
H 4.386465 3.843849 -3.345143 0.015 -0.050 0.027 0.13
H 2.367253 2.858681 -3.962603 -0.020 -0.001 -0.005 0.12
H 2.002556 4.590253 -3.991241 0.042 0.054 0.047 0.12
H 1.342837 5.181639 -1.329281 -0.002 0.055 -0.062 0.12
H -0.006897 4.090820 -0.981011 0.017 -0.013 0.005 0.12
H -1.041782 5.917061 -1.989440 -0.045 -0.034 -0.016 0.13
H -0.947501 4.679209 -3.269233 -0.028 -0.017 0.025 0.13
H -0.815689 6.075937 -5.142100 -0.032 0.004 0.015 0.09
H 0.175721 7.545454 -5.003219 0.005 0.003 0.004 0.09
H -1.292129 7.374211 -4.016303 -0.016 -0.010 -0.010 0.09


101
Properties=species:S:1:pos:R:3:forces:R:3:lowdin_charge:R:1 method="wB97M-V/def2-TZVPD" gap_ev="5.531 / 6.158" spin_multiplicity=2 charge=+2 relative_energy_kj_mol=0.0 s_squared=0.8012
Mo -1.296442 0.202547 0.457679 3.137 -1.660 -2.888 1.50
C 1.289870 3.146333 2.093009 -0.088 -0.457 -0.323 0.01
C 0.999058 2.059164 1.281369 0.597 0.456 -0.061 -0.13
N -0.206735 1.570755 1.578309 -0.115 -0.084 0.100 -0.11
N -0.713253 2.348788 2.556592 -0.034 0.540 0.757 0.05
C 0.175533 3.294961 2.894489 0.232 -0.247 -0.252 0.00
B -2.211150 2.261077 2.862215 -0.049 0.383 0.178 -0.66
N -2.557945 0.804115 3.180935 -0.152 0.333 0.606 0.03
C -3.024287 0.248070 4.309404 0.160 -0.198 -0.274 -0.02
C -3.438328 -1.035128 4.018405 0.049 0.042 -0.393 0.01
C -3.177471 -1.189485 2.661623 -0.279 -0.289 0.475 -0.10
N -2.625434 -0.080199 2.169827 0.010 -0.385 -0.123 -0.11
N -2.919339 2.576863 1.507516 -0.256 0.293 0.328 0.04
C -3.781615 3.552440 1.193734 0.148 -0.265 -0.232 0.01
C -4.090171 3.446383 -0.150342 0.178 -0.275 -0.092 0.00
C -3.356303 2.355514 -0.593953 -0.321 0.299 -0.317 -0.13
N -2.652228 1.838595 0.415681 0.027 -0.016 -0.321 -0.14
N -2.666762 3.199213 3.940342 -0.414 -0.171 0.197 -0.01
C -3.847086 3.163767 4.613893 -0.350 0.170 0.338 -0.09
C -3.856870 4.200650 5.513261 -0.213 -0.259 -0.176 -0.03
C -2.632285 4.854463 5.314202 -0.381 -0.450 -0.278 -0.11
N -1.951689 4.248817 4.370942 1.227 0.607 -0.204 0.05
H 2.171712 3.750407 2.088610 0.248 0.090 0.035 0.11
H 1.576916 1.606450 0.499311 0.150 -0.013 -0.012 0.06
H -0.059187 3.999626 3.670074 -0.084 0.044 -0.028 0.11
H -3.026870 0.777319 5.239642 -0.013 0.201 0.148 0.14
H -3.862600 -1.747995 4.691052 -0.161 -0.184 0.145 0.11
H -3.390880 -2.039256 2.037761 0.153 -0.043 -0.036 0.11
H -4.125582 4.260910 1.919578 0.014 0.108 0.274 0.14
H -4.754392 4.058359 -0.722036 -0.136 0.165 -0.116 0.11
H -3.305529 1.936532 -1.585758 0.025 -0.048 -0.028 0.09
H -4.586609 2.417234 4.404122 -0.216 -0.126 -0.004 0.12
H -4.624683 4.456403 6.210624 -0.267 0.018 0.145 0.10
H -2.244463 5.726975 5.799160 0.146 0.172 0.097 0.11
I -3.008332 -1.313661 -1.269839 0.216 -0.451 0.727 1.12
C -2.364980 -3.114953 -0.272210 -0.302 0.039 -0.329 -0.56
C -2.950390 -4.289460 -0.657328 -0.076 0.685 -0.179 -0.12
C -2.562337 -5.482190 -0.035937 0.263 -0.173 0.300 -0.04
C -1.589254 -5.458109 0.926315 -0.243 -0.007 -0.294 0.01
C -0.963367 -4.250549 1.303096 -0.009 0.421 -0.110 -0.15
C 0.067488 -4.239870 2.263403 0.127 0.255 0.157 0.00
C 0.608228 -3.058943 2.690564 -0.118 -0.434 -0.082 -0.05
C 0.137031 -1.841843 2.173547 -0.273 0.633 -0.187 -0.12
C -0.815031 -1.775311 1.176158 0.130 -0.400 0.338 -0.28
C -1.369756 -3.008837 0.721756 -0.117 0.184 -0.145 -0.29
H -3.715325 -4.295090 -1.417848 -0.071 -0.069 -0.096 0.11
H -3.041118 -6.402832 -0.329472 -0.022 -0.104 0.025 0.12
H -1.296644 -6.365591 1.430766 0.094 -0.135 -0.005 0.13
H 0.407524 -5.183998 2.655969 0.064 -0.128 0.147 0.13
H 1.384232 -3.055221 3.439854 0.072 0.021 0.086 0.12
H 0.536838 -0.927640 2.606403 0.026 -0.018 -0.099 0.10
N 0.166885 -0.072345 -0.724328 -4.595 1.072 3.679 -0.27
P 1.443223 -0.182986 -1.614426 5.445 -1.129 -3.439 0.70
N 1.686446 -1.726028 -2.251568 -1.264 1.628 1.133 -0.19
C 2.972988 -2.117634 -2.798712 0.810 0.101 -0.012 -0.19
C 2.863958 -3.454911 -3.534644 -0.265 0.154 -0.189 -0.16
C 1.530458 -3.528326 -4.267221 0.094 -0.150 0.056 -0.18
C 0.385421 -3.550974 -3.251077 0.011 0.150 0.241 -0.16
C 0.788068 -2.811945 -1.960648 -0.592 -0.525 -0.152 -0.21
N 1.450969 0.824220 -2.963557 -0.031 -0.884 1.388 -0.19
C 0.582382 0.319635 -4.033612 -0.235 -0.467 -0.641 -0.20
C 0.005884 1.444996 -4.875186 -0.085 0.033 0.181 -0.17
C -0.824239 2.406504 -4.020777 0.110 -0.012 -0.053 -0.17
C -0.160567 2.646956 -2.655552 0.051 0.031 0.151 -0.18
C 1.314967 2.246057 -2.696733 -0.315 0.721 0.170 -0.21
N 2.887121 0.190191 -0.807534 -2.281 -0.165 -0.289 -0.22
C 4.086720 0.756096 -1.381936 0.334 0.845 -0.183 -0.20
C 4.738602 1.681288 -0.350390 0.115 -0.344 -0.194 -0.16
C 5.066171 0.903169 0.921905 -0.189 0.180 0.121 -0.18
C 3.828505 0.190754 1.467247 0.026 -0.181 -0.211 -0.17
C 3.139015 -0.622056 0.367054 0.024 -0.172 0.721 -0.21
H 3.722976 -2.220177 -2.000666 -0.057 0.157 -0.079 0.11
H 3.309693 -1.330611 -3.481026 0.050 -0.099 -0.017 0.12
H 2.927051 -4.289353 -2.834048 0.129 0.014 0.034 0.12
H 3.695472 -3.539218 -4.232348 0.065 -0.037 0.070 0.12
H 1.493119 -4.422193 -4.887111 -0.023 0.056 -0.113 0.12
H 1.437758 -2.662999 -4.924073 -0.020 0.009 -0.099 0.10
H 0.140075 -4.578399 -2.983856 -0.100 -0.068 -0.030 0.11
H -0.504137 -3.095148 -3.683823 -0.134 0.001 -0.019 0.10
H 1.266877 -3.521122 -1.274341 -0.081 0.092 0.125 0.13
H -0.085823 -2.388002 -1.464556 0.056 -0.275 0.031 0.05
H -0.238497 -0.270385 -3.596894 -0.055 0.024 -0.215 0.10
H 1.172697 -0.349304 -4.666032 -0.153 -0.037 0.079 0.11
H -0.616016 1.016230 -5.660223 0.098 -0.034 -0.056 0.12
H 0.821399 1.977201 -5.364855 0.007 0.009 -0.070 0.12
H -1.825256 1.993906 -3.880388 -0.072 0.029 -0.034 0.10
H -0.934123 3.347817 -4.557209 -0.102 0.018 0.009 0.12
H -0.642547 2.033924 -1.875677 0.083 0.328 -0.233 0.05
H -0.246490 3.694345 -2.363443 -0.051 -0.029 0.091 0.12
H 1.791274 2.467755 -1.739044 0.106 0.102 -0.096 0.10
H 1.831373 2.812404 -3.477804 0.096 -0.029 0.174 0.13
H 3.828711 1.297815 -2.291713 0.108 -0.078 0.002 0.11
H 4.798077 -0.038621 -1.638732 -0.103 -0.067 -0.075 0.13
H 4.061362 2.506048 -0.122790 -0.065 0.115 -0.031 0.11
H 5.649702 2.098734 -0.778263 -0.002 0.093 0.002 0.12
H 5.444345 1.588582 1.681681 0.140 -0.088 -0.011 0.12
H 5.849219 0.172944 0.710171 0.065 -0.028 0.000 0.12
H 3.132134 0.923700 1.874436 0.034 -0.017 0.074 0.08
H 4.107300 -0.486397 2.275423 -0.023 0.018 0.061 0.12
H 2.178229 -1.019903 0.717338 0.223 -0.104 0.080 0.09
H 3.789361 -1.468801 0.105089 -0.128 -0.031 -0.051 0.13